{"formula": "C3H4OS", "method": "the ωB97M-V functional and the def2-TZVPD basis", "homo_ev": [-8.62, -8.73], "lumo_ev": [-0.6, 0.0], "energy_ev": -16053.41646, "relative_energy_kj_mol": 452.83, "homo_lumo_gap_ev": [8.009, 8.677], "symbols": ["C", "C", "C", "O", "S", "H", "H", "H", "H"], "positions_angstrom": [[0.3274, -0.3736, -0.1745], [0.1009, -1.5866, 0.1729], [-0.6199, 0.7053, -0.0870], [-3.4565, 0.1376, 0.5526], [-2.4375, -0.2530, -0.4163], [1.4238, -0.2121, -0.2225], [0.4717, -2.5293, 0.3523], [-0.5536, 1.3689, 0.8703], [-0.5295, 1.3240, -1.0126]], "atomic_forces_ev_per_a": [[2.5, -0.5, 1.2], [-2.2, 0.1, -0.1], [-2.4, 1.7, -0.6], [-0.7, 0.4, 0.8], [2.9, 0.5, -0.1], [-0.3, 0.7, -0.5], [0.9, -1.7, 0.1], [-0.4, -1.4, -1.7], [-0.2, 0.1, 0.9]], "nbo_charge": [-0.37, -0.07, -0.56, -0.80, 0.93, 0.22, 0.19, 0.25, 0.22]}